## A
11
Properties=species:S:1:pos:R:3 method="wB97M-V/def2-TZVPD" mol_weight_da=74.08 spin_multiplicity=1 homo_energy_ev=-9.98 smiles="C[C@@H](O)C=O" orbital_gap_ev=10.339
O -1.3766 -0.6851 0.0377
O 0.5671 -1.7718 -0.7168
C -0.2635 0.0407 0.5176
C 0.0137 1.2651 -0.3575
C 0.6729 -1.1422 0.3307
H 1.2883 -1.5632 1.1238
H -0.8304 1.9594 -0.2749
H 0.9290 1.7970 -0.0758
H -0.2916 0.3560 1.5778
H -0.7972 -1.2108 -0.7581
H 0.0885 0.9550 -1.4046


## B
11
Properties=species:S:1:pos:R:3 method="wB97M-V/def2-TZVPD" mol_weight_da=74.08 spin_multiplicity=1 homo_energy_ev=-10.09 smiles=C[C@@]1(O)CO1 orbital_gap_ev=11.025
O -1.1258 -0.1521 -0.9242
O 0.5968 -1.5343 -0.0821
C -1.2413 -0.0111 0.5442
C 0.0147 -0.2827 -0.1600
C 1.0719 0.8122 -0.2170
H -1.4856 0.9940 0.8623
H 1.6887 0.6282 -1.0936
H 1.6915 0.7683 0.6748
H -0.0493 -2.1971 -0.3558
H -1.7634 -0.8123 1.0552
H 0.6018 1.7868 -0.3038


Energies in eV, measured from the most stable structure: A 0.561; B 0.000.


## A
11
Properties=species:S:1:pos:R:3 method="wB97M-V/def2-TZVPD" mol_weight_da=74.08 spin_multiplicity=1 homo_energy_ev=-9.29 smiles="C=COCO" orbital_gap_ev=10.118
O 0.8003 -0.6147 -0.1755
O 1.8825 1.0117 1.0856
C 0.6843 0.6097 0.5443
C -0.3628 -0.9615 -0.7934
C -1.6053 -0.6369 -0.4325
H -0.1709 -1.5310 -1.6969
H 2.4174 1.4348 0.4048
H -2.4360 -0.9195 -1.0702
H -1.8333 -0.0977 0.4811
H 0.0129 0.4587 1.3882
H 0.2787 1.3477 -0.1649


## B
11
Properties=species:S:1:pos:R:3 method="wB97M-V/def2-TZVPD" mol_weight_da=74.08 spin_multiplicity=1 homo_energy_ev=-9.35 smiles="COCC=O" orbital_gap_ev=10.191
O 2.8262 -0.3132 -0.4245
O -0.6483 0.1717 -0.4502
C 0.5303 -0.3233 0.0726
C 1.6840 -0.4391 -0.8121
C -1.6390 0.6989 0.4384
H 0.8843 -1.5730 -0.0759
H 1.3704 -0.8062 -1.8133
H -1.2088 1.0654 1.3830
H -2.1181 1.5487 -0.0679
H -2.4056 -0.0544 0.6548
H 0.7247 0.0244 1.0951


## C
11
Properties=species:S:1:pos:R:3 method="wB97M-V/def2-TZVPD" mol_weight_da=74.08 spin_multiplicity=1 homo_energy_ev=-10.23 smiles="C[C@@H](O)C=O" orbital_gap_ev=11.004
O -2.1823 -0.1736 -0.4938
O -0.0873 1.4019 -0.8304
C -0.0119 0.4220 0.1578
C -1.2350 -0.4255 0.2122
C 1.2658 -0.4137 0.0180
H 1.3461 -1.1619 0.8123
H 2.1340 0.2408 0.0582
H -1.2562 -1.2274 0.9831
H -0.2708 0.9495 1.2425
H 1.2700 -0.9307 -0.9529
H -0.9763 1.3119 -1.2165


Energies in eV, measured from the most stable structure: A 0.504; B 1.859; C 0.000.


## A
11
Properties=species:S:1:pos:R:3 method="wB97M-V/def2-TZVPD" mol_weight_da=74.08 spin_multiplicity=1 homo_energy_ev=-9.87 smiles=C#CCO.O orbital_gap_ev=10.611
O -0.4270 -0.9661 -0.1361
O -2.8653 0.6177 0.0806
C 1.7746 0.1765 -0.0724
C 2.4379 1.1862 -0.0441
C 1.0102 -1.0431 0.1129
H 2.8775 2.2015 0.0933
H -0.6726 -0.0735 -0.3099
H -2.8643 0.2256 -0.8089
H -3.7428 0.9821 0.3575
H 1.3984 -1.9296 -0.4708
H 1.0734 -1.3772 1.1979


## B
11
Properties=species:S:1:pos:R:3 method="wB97M-V/def2-TZVPD" mol_weight_da=74.08 spin_multiplicity=1 homo_energy_ev=-8.65 orbital_gap_ev=8.984
O -0.8892 1.4911 -0.2389
O 0.3684 -2.5436 -0.9327
C 0.0752 -0.7321 0.5717
C 0.4217 0.5772 0.8181
C 0.2180 -1.3544 -0.7273
H 0.0957 -0.6534 -1.5990
H -0.4670 1.9119 -1.0072
H -1.2703 0.5885 -0.3960
H 0.0474 -1.4014 1.4194
H 0.1897 0.9954 1.7929
H 1.2104 1.1208 0.2989


Energies in eV, measured from the most stable structure: A 0.000; B 0.200.


## A
11
Properties=species:S:1:pos:R:3 method="wB97M-V/def2-TZVPD" mol_weight_da=74.08 spin_multiplicity=1 homo_energy_ev=-9.11 orbital_gap_ev=9.447
O 2.3369 0.2900 1.0239
O -1.9301 0.8647 -0.5577
C 1.5333 0.2751 0.1224
C 0.5883 -0.8694 -0.1423
C -1.5754 0.4329 0.6333
H 1.4754 1.1343 -0.5843
H -2.5868 0.2398 -0.9061
H 0.4040 -0.9788 -1.2169
H 0.9703 -1.7815 0.3143
H -0.7959 1.1558 0.9710
H -0.4201 -0.7628 0.3424


## B
11
Properties=species:S:1:pos:R:3 method="wB97M-V/def2-TZVPD" mol_weight_da=74.08 spin_multiplicity=1 homo_energy_ev=-9.71 smiles=C[C@]1(O)CO1 orbital_gap_ev=10.693
O -0.4287 1.5405 0.4652
O -1.4906 -0.0822 -0.7259
C 0.5974 1.1170 -0.4009
C 0.1808 -1.2697 0.5558
C -0.2982 0.0240 -0.0901
H 1.5499 1.0820 0.1249
H -0.6083 -2.0316 0.5795
H 0.5189 -1.0609 1.5690
H 0.6572 1.5024 -1.4170
H -1.7174 0.8701 -0.6647
H 1.0391 -1.6917 0.0041


Energies in eV, measured from the most stable structure: A 1.812; B 0.000.


## A
11
Properties=species:S:1:pos:R:3 method="wB97M-V/def2-TZVPD" mol_weight_da=74.08 spin_multiplicity=1 homo_energy_ev=-10.47 smiles=OC[C@H]1CO1 orbital_gap_ev=11.521
O 0.9310 1.1198 -0.3261
O -2.1721 0.4872 -0.0583
C 1.5449 -0.1596 -0.1331
C 0.2221 0.1083 0.5128
C -1.0106 -0.3652 -0.1820
H -0.8600 -0.8026 -1.2283
H -1.6576 1.4662 -0.0636
H 2.3741 -0.2540 0.6537
H -1.2988 -1.2778 0.3083
H 1.6467 -0.8085 -1.0157
H 0.2803 0.4862 1.5323


## B
11
Properties=species:S:1:pos:R:3 method="wB97M-V/def2-TZVPD" mol_weight_da=74.08 spin_multiplicity=1 homo_energy_ev=-8.39 smiles="CC(=O)CO" orbital_gap_ev=9.201
O 0.6669 0.2100 1.0151
O -0.0011 2.4214 0.1829
C -0.5271 1.2594 -0.2489
C 0.0415 -0.3566 0.0907
C 0.3288 -1.7739 -0.1541
H -1.5425 1.0442 0.0704
H 0.8618 -2.1947 0.6673
H -0.5808 -2.3074 -0.3020
H 0.9210 -1.9151 -1.0609
H 0.2656 2.3799 1.0840
H -0.4240 1.2298 -1.3348


Energies in eV, measured from the most stable structure: A 0.000; B 0.921.


## A
11
Properties=species:S:1:pos:R:3 method="wB97M-V/def2-TZVPD" mol_weight_da=74.08 spin_multiplicity=1 homo_energy_ev="-8.09 / -6.51" orbital_gap_ev="8.662 / 6.808"
O 1.3608 -1.1578 -0.1109
O 1.5416 1.0350 -0.3281
C 0.8662 0.0251 0.3289
C -0.6078 0.2409 0.7441
C -1.4592 0.2540 -0.5173
H -1.3732 0.9879 -1.2922
H -0.8255 -0.4978 1.3808
H -1.7268 -0.7634 -0.9293
H -0.9294 1.1244 1.2149
H 2.3485 0.6722 -0.7019
H 0.8047 -1.9203 0.2111


## B
11
Properties=species:S:1:pos:R:3 method="wB97M-V/def2-TZVPD" mol_weight_da=74.08 spin_multiplicity=1 homo_energy_ev=-10.02 smiles="CC(=O)CO" orbital_gap_ev=10.918
O 1.9653 -0.4644 0.4740
O 0.1271 1.1972 1.1268
C -0.1406 0.4077 0.2387
C -1.5228 -0.1243 0.0344
C 1.0510 -0.1393 -0.5445
H -1.9114 0.1769 -0.9441
H 1.4616 0.6432 -1.2051
H -2.1646 0.2460 0.8369
H 1.8110 0.2887 1.0910
H 0.8059 -1.0118 -1.1629
H -1.4824 -1.2200 0.0548


Energies in eV, measured from the most stable structure: A 3.508; B 0.000.